21
Properties=species:S:1:pos:R:3:forces:R:3 method="wB97M-V/def2-TZVPD" e_above_lowest_kj_mol=29.3 lumo_ev=0.778 smiles="CC(C)CC(N)=O.O" homo_ev=-9.9 energy_ha=-403.565461 charge=0 gap_ev=10.6 largest_force_ev_per_a=1.3
C 0.102184 -0.391336 -0.204461 0.3424 0.9644 0.0989
C -0.150465 1.039553 0.353815 0.5213 -1.0566 -0.6103
C -1.452527 1.036427 1.122167 -0.6263 0.2576 -0.3926
C 1.053595 1.566649 1.141079 -0.5193 0.3991 -0.3209
C 2.267400 1.666086 0.253012 0.2485 -0.0759 0.1490
N 3.351543 0.938965 0.651372 0.3995 0.0924 -0.4580
O 2.298184 2.302985 -0.780207 -0.2482 0.0173 -0.0739
H 0.177196 -1.097780 0.623758 -0.3214 -0.2330 -0.1422
H -0.695687 -0.612761 -0.925076 0.1990 -0.3670 0.3638
H 1.063776 -0.418349 -0.729919 -0.2050 -0.0395 -0.0690
H -0.225015 1.652167 -0.542349 -0.1249 0.4094 0.1023
H -2.278252 0.931430 0.410333 0.0520 -0.1919 0.0312
H -1.683654 1.962957 1.647029 0.3058 0.0436 0.2149
H -1.515801 0.187700 1.799174 0.0651 0.0329 0.2625
H 0.784350 2.575447 1.453214 0.1943 0.1198 0.1851
H 1.272634 0.975101 2.019402 -0.0698 -0.2614 0.3093
H 4.160161 1.042574 0.049629 -0.0810 -0.0674 0.3209
H 3.485118 0.605965 1.587357 -0.1325 -0.0442 0.0292
O -4.143034 -5.483761 -3.653675 0.2167 0.1955 0.4536
H -3.270671 -5.574177 -3.246145 -0.1231 -0.0988 -0.2391
H -4.601036 -4.905847 -3.029512 -0.0933 -0.0964 -0.2147

19
Properties=species:S:1:pos:R:3:forces:R:3 method="wB97M-V/def2-TZVPD" e_above_lowest_kj_mol=607.0 lumo_ev=0.400 homo_ev=-8.9 energy_ha=-273.677356 charge=0 gap_ev=9.3 largest_force_ev_per_a=4.0
C 1.664789 -0.232622 -1.502529 0.0390 1.6117 1.4450
C 0.494309 -1.214249 -1.501562 -0.1610 0.5029 0.5864
C -0.276029 -0.613252 -0.315545 -0.3225 -0.2149 0.0557
C -1.605372 -1.132842 0.252835 -0.0536 -0.1182 -0.0657
C -1.766381 -0.105467 1.305057 0.3780 0.6172 0.2403
C -1.214693 0.882213 1.747997 -0.1893 -0.5085 -0.2933
C -0.242942 1.941749 1.914551 2.0204 -0.2373 -1.7529
H 1.703884 0.444901 -2.346060 0.2893 -0.1045 -0.0526
H 1.530153 1.008722 -0.269621 0.3194 -2.6610 -2.6499
H 2.611432 -0.643963 -1.172057 0.0919 0.1411 -0.2528
H -0.124999 -1.203349 -2.415637 0.4376 0.2319 0.2511
H 0.762372 -2.267062 -1.302608 0.2237 0.5296 -0.0476
H -0.434453 0.433060 -0.592429 -0.1117 -0.2510 0.1399
H 0.442182 -0.599842 0.510453 -0.2931 -0.0319 -0.0974
H -2.402970 -1.114480 -0.496245 0.0024 -0.0349 0.1737
H -1.510034 -2.149698 0.645769 -0.1331 0.1216 0.0048
H 0.773971 1.707741 0.929502 -2.8227 0.6485 2.7208
H 0.254952 1.919548 2.893639 -0.0341 0.0710 -0.4166
H -0.660173 2.938894 1.714491 0.3194 -0.3133 0.0109